50
Properties=species:S:1:pos:R:3:forces:R:3 method="wB97M-V/def2-TZVPD" charge=0 orbital_gap_ev=8.74 smiles=CNC[C@@H](C)O.O.O.O.O.O.O.O.O.O.O.O
C 0.77272 1.09198 -4.03904 -0.7 -1.7 -1.8
N -0.14420 0.85874 -2.96429 -0.9 1.3 1.2
C -1.12822 -0.23638 -3.05699 1.3 0.1 -1.1
C -1.80013 -0.39115 -1.66818 2.1 -0.2 -1.6
C -3.06134 -1.18950 -1.80673 -0.3 0.2 1.0
O -0.77924 -0.99163 -0.87017 -0.1 -0.4 0.8
H 1.29757 2.03382 -4.02462 0.0 0.3 0.3
H 1.48531 0.26667 -4.22542 0.2 0.2 0.5
H 0.16856 1.03063 -4.96682 0.2 0.6 0.2
H 0.33695 0.75316 -2.07829 0.2 -0.2 -0.1
H -0.51434 -1.05572 -3.46479 -0.4 -1.0 1.1
H -1.83392 -0.19356 -3.90372 -0.2 1.2 0.5
H -1.84570 0.64424 -1.31214 -1.1 -0.2 0.0
H -3.41256 -1.49932 -0.81589 -0.3 0.3 -0.1
H -2.92817 -2.12074 -2.33742 0.4 -0.2 -0.5
H -3.79271 -0.57430 -2.32646 -0.3 -0.1 0.1
H -1.11483 -1.63681 -0.21526 0.1 0.2 -0.4
O -0.68740 -3.21853 0.58318 0.0 0.6 0.5
H -0.83379 -3.96689 0.01400 -0.4 -0.5 -0.1
H -1.11215 -3.34809 1.47170 0.3 -0.4 -0.5
O -0.35715 -0.87451 3.51081 -0.7 -0.2 0.4
H -1.12873 -0.32379 3.75555 0.4 0.0 -0.5
H 0.05321 -0.89497 4.38147 0.5 0.0 0.1
O -0.72996 1.70966 4.16183 -0.8 -0.3 0.1
H -0.71354 1.76951 3.19787 0.3 0.4 0.1
H -0.04687 2.29644 4.49040 0.4 0.2 -0.3
O -1.31040 -3.43781 3.18447 0.3 0.3 -0.1
H -0.92775 -2.52885 3.25411 -0.3 -0.2 0.2
H -0.57444 -4.01489 3.41665 -0.1 -0.1 0.1
O -1.83012 3.04430 -1.91598 0.2 0.2 0.0
H -1.07498 2.49698 -2.21263 -0.2 -0.3 -0.2
H -1.91384 3.69777 -2.62026 -0.1 0.0 0.2
O 2.29503 -2.74198 -0.03022 -0.5 -0.2 -0.4
H 1.32614 -2.80866 -0.15751 0.6 0.0 0.2
H 2.54999 -3.48935 0.52320 -0.2 0.1 -0.1
O 2.31104 -0.72855 1.77029 0.4 0.8 1.0
H 2.39547 -1.17692 0.90340 -0.5 -0.4 0.6
H 1.56454 -1.00577 2.32771 0.3 -0.3 -0.9
O -0.12327 3.26951 0.94472 0.0 -0.2 -0.6
H 0.36078 2.68696 0.32341 0.3 -0.1 0.7
H -0.94696 3.30910 0.44804 -0.5 0.5 0.1
O 1.84804 3.01354 3.55713 0.0 -0.1 -0.2
H 1.46349 3.60167 2.89156 0.0 -0.1 0.0
H 2.09223 2.21644 3.06538 0.0 0.2 0.2
O 1.13321 0.99751 0.20871 -0.2 0.6 -0.1
H 1.60665 0.90932 1.05213 0.0 -0.4 -0.2
H 0.45241 0.30966 0.26059 0.0 -0.1 -0.3
O 3.64249 0.40224 -0.94080 0.2 0.8 0.0
H 3.08453 1.11721 -0.60340 -0.6 -0.6 0.0
H 4.42630 0.92166 -1.14127 0.5 -0.4 -0.2

102
Properties=species:S:1:pos:R:3:forces:R:3 method="wB97M-V/def2-TZVPD" multiplicity=2 charge=-1 orbital_gap_ev="1.75 / 9.33" s2=0.750
C -5.29426 -2.44412 0.24054 0.2 -0.6 -1.4
O -4.53923 -2.05025 -0.90878 0.6 -0.4 -1.0
C -3.98632 -3.15760 -1.74180 0.2 1.0 1.2
C -3.74704 -2.64515 -3.15624 -0.7 0.4 0.6
N -2.54233 -1.85108 -3.39005 0.2 0.8 1.6
C -1.27187 -2.60494 -3.15554 -1.0 -0.7 -2.1
C -0.05634 -1.98352 -3.85627 -1.3 0.2 0.5
O -0.19836 -1.99161 -5.26772 0.3 0.3 0.5
C 0.88539 -1.26451 -5.86192 0.2 -1.1 0.2
H -4.58662 -2.85066 0.96309 -0.6 -0.3 0.4
H -6.06338 -3.10522 -0.15883 0.1 -1.0 0.5
H -5.93919 -1.66794 0.65253 0.8 0.7 -0.1
H -4.65800 -4.01361 -1.67715 -0.3 0.1 -0.4
H -3.02890 -3.51342 -1.36121 0.1 0.1 0.6
H -4.61676 -1.99819 -3.27075 0.0 0.1 -0.7
H -3.77464 -3.46290 -3.87639 -0.2 -0.4 0.0
H -2.60718 -1.55437 -4.35331 0.5 0.1 -0.1
H -1.59355 -3.51815 -3.65623 1.2 -1.0 0.1
H -1.02807 -2.83390 -2.11812 -0.3 0.5 0.1
H 0.85327 -2.47949 -3.51757 0.2 -0.1 -0.1
H -0.04923 -0.95922 -3.48364 0.5 0.4 -0.1
H 1.82971 -1.74753 -5.61081 0.2 -0.3 0.1
H 1.00764 -0.25859 -5.46033 -0.5 0.3 -0.4
H 0.79222 -1.38140 -6.94162 -0.2 0.6 0.1
C 6.18042 6.53892 0.23133 1.1 -0.1 -0.4
O 5.19533 6.14013 -0.70186 0.8 -0.2 1.6
C 4.08962 6.98605 -0.56310 0.5 0.6 -1.5
C 3.11802 6.58836 -1.63856 -1.6 -0.9 0.5
N 2.09865 5.62711 -1.11477 -0.8 0.8 -0.8
C 0.98386 5.53466 -2.09033 -0.2 0.0 -0.7
C -0.15824 4.59172 -1.75324 0.5 0.6 0.8
O 0.33201 3.29211 -1.49187 0.2 -0.6 1.4
C 0.46739 2.53509 -2.65033 -0.3 -0.1 -2.1
H 7.00079 5.82132 0.21933 -0.2 -0.2 0.0
H 5.87283 6.69746 1.26494 -0.7 -0.4 0.1
H 6.63437 7.49181 -0.04074 0.0 0.3 -0.4
H 4.42863 7.99182 -0.81131 0.1 0.5 0.0
H 3.73308 7.05113 0.46488 -0.5 -0.5 0.0
H 3.56314 6.08389 -2.49616 0.8 0.4 0.0
H 2.61899 7.46839 -2.04428 -0.3 0.0 0.2
H 2.53059 4.71425 -1.10024 0.2 -0.3 0.1
H 1.31459 5.23903 -3.08597 0.6 -0.3 -0.2
H 0.56312 6.51041 -2.33321 0.0 0.3 0.6
H -0.86340 4.55316 -2.58352 -0.1 0.1 -0.1
H -0.65436 4.89279 -0.83057 -0.1 0.1 -0.1
H 0.98930 3.11656 -3.41033 0.2 0.0 -0.2
H -0.52247 2.33278 -3.05940 -0.2 -0.2 -0.1
H 0.98209 1.57462 -2.62481 0.2 0.1 1.0
C -2.24702 -1.85834 2.79680 0.1 0.5 0.5
O -2.67082 -3.14773 3.07847 -0.5 -2.4 -0.3
C -2.16688 -4.15989 2.17715 1.3 0.0 0.1
C -0.63290 -4.46364 2.30896 -1.0 0.9 -1.6
N -0.29854 -4.88309 3.62566 -0.5 -0.5 0.4
C 1.12960 -5.14885 3.77099 -0.3 1.5 2.7
C 1.51641 -5.23184 5.32661 -0.5 -1.6 -1.7
O 0.80418 -6.27802 6.00080 0.4 1.3 0.8
C 1.14196 -7.57121 5.61286 0.0 -0.3 -0.2
H -1.21232 -1.78364 3.13133 0.3 0.6 -0.5
H -2.85715 -1.20048 3.41571 0.0 0.1 0.1
H -2.40478 -1.56329 1.75941 0.3 -0.1 -0.2
H -2.38256 -3.84413 1.15643 0.1 0.1 -0.2
H -2.61967 -5.13805 2.33924 -0.7 0.4 0.5
H -0.09049 -3.58095 1.97021 0.2 0.5 0.2
H -0.33477 -5.18063 1.54401 -0.4 -0.6 0.0
H -0.56008 -4.05009 4.13341 0.1 -0.2 1.0
H 1.60426 -4.19968 3.52224 1.0 -0.4 -1.0
H 1.39120 -6.04509 3.20849 0.3 0.3 0.0
H 1.36216 -4.26138 5.79833 -0.6 -0.2 0.1
H 2.58089 -5.43799 5.43836 0.3 0.0 -0.3
H 0.59869 -7.80795 4.69803 -0.1 -0.5 0.0
H 0.93242 -8.26178 6.42975 -0.6 0.1 -0.1
H 2.19958 -7.76719 5.43645 0.5 0.6 -0.2
C -2.99347 2.01406 -1.00727 -1.2 -0.4 0.2
C -2.77310 0.50032 -0.92853 0.0 1.1 -1.5
O -1.58735 0.11741 -1.66732 0.2 0.5 1.9
O -2.24740 2.75352 -0.09124 0.7 0.3 0.3
H -4.01795 2.25352 -0.72231 -0.4 -0.4 0.0
H -2.90583 2.40518 -2.02090 0.4 -0.2 -0.3
H -3.55615 -0.01551 -1.48427 -0.5 0.2 0.6
H -2.78530 0.23059 0.12750 0.3 -0.4 0.0
H -1.97446 -0.50390 -2.28837 0.0 -0.7 -0.9
H -1.38077 2.86116 -0.48994 0.6 0.0 0.1
C 0.84314 3.14467 2.01497 0.7 1.0 -1.1
C 1.21337 4.62312 2.18318 -1.0 0.3 0.7
O 0.56566 5.50028 1.23148 0.3 -1.1 1.3
O 1.53634 2.54242 0.93907 0.3 -0.3 0.4
H -0.21648 3.17779 1.76159 -0.4 -0.4 0.5
H 1.08572 2.56823 2.90770 -0.2 0.1 0.1
H 2.27560 4.86560 2.21423 0.2 -0.5 -0.2
H 0.83565 4.86800 3.17589 -0.2 0.4 0.2
H 1.27489 5.65254 0.60266 0.1 0.4 -1.2
H 1.17328 2.92685 0.13782 -0.1 0.0 -0.6
C 1.22061 -1.10883 0.45389 1.5 1.8 0.4
C 1.98412 -1.20271 1.78133 -0.2 -0.8 -0.8
O 2.56555 -2.51205 1.95613 -0.6 0.2 0.4
O -0.03424 -1.67490 0.33324 -0.6 -1.4 0.8
H 1.93200 -1.50566 -0.27036 0.0 0.0 -0.5
H 1.14533 -0.02600 0.35418 0.1 0.2 -0.6
H 1.33873 -0.87799 2.59749 0.1 -0.3 0.4
H 2.85083 -0.54585 1.70755 -0.3 0.4 0.0
H 2.14593 -3.04956 1.28040 0.1 -0.3 0.1
H -0.58298 -1.15353 -0.25725 -0.1 0.5 -0.4

35
Properties=species:S:1:pos:R:3:forces:R:3 method="wB97M-V/def2-TZVPD" charge=0 orbital_gap_ev=10.39 smiles=C[C@H](N)CCCO.O.O.O.O.O
C -0.60588 1.07590 2.52782 -1.5 0.4 1.3
C -0.17249 0.77828 1.12101 0.6 1.1 -1.4
N 1.29486 0.77432 1.08977 0.5 -0.5 0.8
C -0.69379 1.88033 0.19492 -0.8 0.9 -0.9
C -2.15812 1.74237 -0.35615 0.2 0.9 0.3
C -2.72746 0.33843 -0.30708 1.3 -0.4 -1.6
O -1.96567 -0.43167 -1.28135 0.0 0.1 0.6
H 0.22970 1.38629 3.18311 -0.4 0.3 -0.5
H -1.48427 1.78037 2.56216 1.3 0.0 -0.2
H -1.07288 0.28581 3.08910 0.2 -1.1 0.0
H -0.51355 -0.15944 0.67987 0.1 -0.2 0.6
H 1.66398 1.61670 1.52131 -0.1 -0.1 -0.1
H 1.71684 0.69755 0.17421 -0.2 0.0 -0.2
H -0.10539 1.98890 -0.73008 0.3 -0.5 0.5
H -0.56106 2.86357 0.67873 -0.1 -0.3 0.0
H -2.87463 2.47008 0.02368 0.0 -0.1 1.0
H -2.10006 2.15524 -1.37061 -0.1 -0.8 -0.3
H -3.72423 0.29943 -0.70989 -0.7 0.2 0.4
H -2.65628 -0.13384 0.68070 -0.2 0.2 -0.1
H -1.52588 -1.21357 -0.89591 -0.2 -0.1 -0.3
O 0.43013 0.13733 -2.70564 1.1 0.1 -0.5
H 0.36001 0.26487 -1.75781 -0.6 -0.1 -0.1
H -0.46039 0.06962 -3.05528 -0.3 -0.1 0.4
O 2.03600 -2.76161 -0.84448 0.9 0.6 -0.4
H 1.99113 -1.96491 -0.29541 0.0 -0.4 0.3
H 2.57602 -2.42010 -1.56982 0.1 -0.4 0.0
O -0.48217 -2.74319 -0.77732 -1.5 0.3 0.4
H 0.21209 -3.01885 -1.37909 0.4 0.1 0.2
H -0.04102 -2.55849 0.05744 0.3 -0.3 0.0
O 3.61876 -0.18968 -1.93471 0.1 -0.3 0.3
H 3.54312 0.76578 -1.84679 -0.2 -0.1 -0.3
H 2.96908 -0.48367 -2.58196 -0.2 0.5 -0.1
O 1.33138 -2.04764 2.12157 -0.5 0.1 0.0
H 0.50481 -2.16266 2.61306 0.3 -0.1 -0.1
H 1.44731 -1.08185 2.08093 0.1 0.1 -0.2

14
Properties=species:S:1:pos:R:3:forces:R:3 method="wB97M-V/def2-TZVPD" charge=0 orbital_gap_ev=8.98 smiles="C1=C2C[C@H]2CO1.[H][H]"
C 0.77381 0.89795 0.32320 0.2 -0.1 -0.1
C 0.39451 -0.12133 -0.46256 0.1 0.2 0.2
C 0.21725 -1.56494 -0.19004 0.0 -0.2 0.0
C -0.92934 -0.59514 0.05493 -0.2 0.0 0.1
C -1.14479 0.25321 1.29126 -0.2 -0.2 0.1
O -0.16803 1.34447 1.18343 0.0 0.1 0.0
H 1.71826 1.43358 0.37008 -0.2 -0.1 0.0
H 0.77216 -1.97099 0.65307 -0.1 0.0 -0.1
H 0.08551 -2.26520 -1.01320 0.0 0.1 0.1
H -1.75152 -0.65656 -0.65730 0.2 0.0 0.1
H -0.96703 -0.24337 2.25281 0.0 0.1 -0.1
H -2.13483 0.71209 1.30076 0.1 -0.1 0.0
H 1.75623 1.66844 -2.71052 0.0 0.0 -0.1
H 1.37780 1.10779 -2.39592 0.1 0.1 -0.1

82
Properties=species:S:1:pos:R:3:forces:R:3 method="wB97M-V/def2-TZVPD" charge=0 orbital_gap_ev=8.41 smiles="NC(N)=O.NC(N)=O.NC(N)=O.NC(N)=O.NC(N)=O.CO.CO.CO.CO.CO.CO.CO"
N 0.65981 -0.91086 -4.39958 -1.2 -1.9 -0.7
C 0.68922 0.41448 -4.20615 -3.2 2.3 -11.6
N 0.96758 0.91562 -3.07650 0.8 3.5 5.4
O 0.40795 1.22126 -5.34843 1.6 -3.6 5.9
H 0.16582 -1.37780 -5.23398 1.3 1.9 1.8
H 0.73530 -1.50126 -3.57466 0.2 -0.2 -0.2
H 0.93601 1.96978 -3.01172 0.1 -1.9 -0.5
H 0.58375 0.48191 -2.19303 0.2 0.5 -1.2
N 1.79587 2.01275 3.09908 -3.3 0.9 2.5
C 2.54116 0.93897 3.05652 -0.9 -4.2 3.4
N 3.53182 1.07363 2.16816 3.2 -2.4 -1.8
O 2.32721 -0.16154 3.83926 1.3 4.9 -3.8
H 1.78250 2.76088 2.40636 0.1 -0.7 0.4
H 0.99329 1.91505 3.82649 1.7 0.5 -1.4
H 4.13849 0.24035 1.97951 -1.0 1.3 0.4
H 3.59528 1.80000 1.45270 -0.3 -0.2 0.8
N 4.61210 -3.34569 -0.03758 4.1 -1.3 1.4
C 3.45926 -3.42347 0.52439 -7.4 -0.8 -0.4
N 3.42073 -4.11740 1.69502 -2.4 0.9 -0.3
O 2.21684 -3.02637 -0.08693 6.3 -1.4 3.2
H 4.71772 -2.91856 -0.90743 0.3 0.6 -1.5
H 5.43056 -3.84778 0.48701 -2.0 1.7 -1.9
H 2.47360 -4.06756 2.15360 1.1 0.0 -0.3
H 4.15024 -4.65204 2.14004 0.2 0.4 -0.4
N -0.38159 -0.13405 -0.88262 -4.4 -1.2 -3.0
C 0.24574 0.43478 0.05442 -0.8 7.3 3.7
N 1.42179 -0.01803 0.34439 2.2 -1.3 0.7
O -0.25991 1.63723 0.56256 2.3 -4.6 -1.8
H -1.31458 0.30670 -1.04674 0.5 -0.7 0.0
H -0.17314 -1.04502 -1.26833 0.4 -0.1 0.2
H 1.98356 0.52764 0.96765 0.1 -0.4 0.1
H 1.76035 -0.93823 -0.02162 -0.2 1.0 0.5
N -2.50845 3.39141 1.06783 -0.1 -0.1 -0.1
C -3.79477 2.96531 1.13454 -0.7 -4.8 -4.4
N -4.61099 3.58046 1.98407 -1.3 0.5 0.5
O -4.29774 1.92332 0.34640 2.3 5.2 3.9
H -1.75128 2.86001 0.59174 -0.8 -0.1 0.3
H -2.21855 4.18499 1.63645 -0.2 -0.5 -0.3
H -5.60718 3.43597 1.81722 0.7 0.0 0.2
H -4.32893 4.39386 2.51528 -0.1 -0.2 -0.2
C -3.27141 -0.17520 -2.53225 0.9 -1.6 0.2
O -2.83825 0.64168 -1.50525 -0.8 0.1 -0.1
H -3.73411 0.32873 -3.29597 -0.9 1.7 -2.1
H -3.98386 -0.94520 -2.28418 -0.1 -0.6 0.8
H -2.37966 -0.58268 -2.89952 1.1 -1.2 -1.1
H -3.67021 1.04638 -1.31765 -0.4 1.6 2.0
C -1.09460 1.35384 3.46924 -1.4 -0.5 1.7
O -0.42019 1.61271 4.67239 0.0 -0.6 2.8
H -0.71651 0.47279 3.04494 0.7 -1.0 -1.2
H -1.04330 2.22074 2.87246 0.0 0.6 -0.9
H -2.08240 1.12695 3.83101 -1.1 0.1 -0.9
H -0.81706 0.99687 5.36340 1.3 1.3 -1.3
C -2.88127 -0.77011 1.26133 0.0 -0.9 -0.2
O -3.21629 -1.55614 2.40221 0.7 -0.7 -0.1
H -3.73549 -0.72800 0.55920 0.7 -0.2 0.0
H -1.93545 -1.19257 0.82513 -1.2 0.3 0.3
H -2.69583 0.22317 1.58555 0.4 1.1 -0.1
H -3.98875 -1.18348 2.80484 -0.6 0.3 0.2
C -0.61042 -3.10127 -1.94551 -1.6 1.1 0.9
O 0.62406 -2.49352 -2.08995 0.1 1.0 -0.8
H -1.36057 -2.57466 -2.56690 0.5 -0.3 -0.2
H -1.03779 -2.93674 -0.92834 0.4 -0.7 -0.3
H -0.56554 -4.11127 -2.24343 -0.2 -1.4 0.0
H 1.29230 -2.76249 -1.44727 0.6 -0.5 0.6
C -1.35834 3.14862 -2.71170 -1.5 0.1 -0.6
O -1.46252 4.40327 -3.40495 0.6 -0.3 -0.2
H -2.28474 3.01699 -2.21662 -0.8 -0.1 1.3
H -0.55325 3.05709 -2.01453 0.7 0.4 0.6
H -1.37704 2.22341 -3.30240 0.5 0.8 -1.0
H -2.09192 4.98680 -2.95173 0.4 -0.6 -0.1
C 0.29843 -2.39652 2.17944 -2.0 -1.2 -0.5
O 1.16282 -3.16895 2.92800 2.1 -1.2 1.5
H 0.36110 -2.74444 1.13181 0.6 0.8 0.4
H 0.42309 -1.35460 2.38406 0.0 0.6 -0.3
H -0.68334 -2.77654 2.44922 -0.7 0.8 0.2
H 1.41644 -2.79085 3.79297 -0.4 0.2 -0.9
C 3.96100 -0.02287 -1.94861 -0.6 1.6 -1.9
O 2.83783 -0.88721 -2.15069 0.9 0.9 0.5
H 3.94221 0.69697 -1.11174 -0.5 -0.7 0.3
H 4.07421 0.68512 -2.83869 -0.1 -1.0 0.8
H 4.85721 -0.59790 -1.91315 0.6 -0.6 0.2
H 2.14295 -0.28959 -2.49157 0.6 -0.3 0.1

32
Properties=species:S:1:pos:R:3:forces:R:3 method="wB97M-V/def2-TZVPD" multiplicity=5 charge=0 orbital_gap_ev="5.63 / 4.67" s2=6.066
C 0.41221 -1.58570 1.36879 0.0 -0.4 0.0
C -1.09770 -1.65384 1.30113 0.1 -1.5 0.3
C -1.52612 -0.20905 1.04432 0.9 2.3 -0.4
O -2.70292 0.13293 1.03200 0.8 -0.6 -0.1
N -0.40259 0.59330 0.85492 -1.9 -0.9 0.7
C 0.71554 -0.10729 1.24111 2.8 -0.5 0.7
O 1.84203 0.35289 1.48249 -2.5 -0.6 -0.7
H 0.81876 -2.02401 2.28237 0.0 0.2 -0.1
H 0.83387 -2.13950 0.52811 0.2 0.2 0.0
H -1.42190 -2.30779 0.48196 -0.3 0.5 0.1
H -1.53971 -2.05395 2.22340 -0.1 0.5 -0.2
O 3.47774 4.12660 -4.22587 -1.2 -0.6 2.8
C 2.91401 3.92936 -3.21792 1.7 1.9 -3.7
Fe 1.93408 3.45976 -1.85448 0.6 0.2 -1.0
C 0.96960 2.76307 -3.13099 -2.5 -1.4 -2.8
O 0.43897 2.27693 -4.04395 1.0 0.9 2.0
C 2.86775 1.95600 -1.92252 2.7 -4.7 1.2
O 3.45224 0.95489 -2.06040 -1.5 2.6 0.1
C 0.33399 3.28458 -0.21736 -0.6 -0.7 0.3
C 1.49072 3.21162 0.52697 -1.2 -1.2 1.5
C 2.58391 4.04268 0.51933 1.4 0.2 1.2
C 2.92424 4.88913 -0.52786 1.1 0.1 -0.4
C 2.02368 5.62942 -1.31339 -0.4 2.0 -0.3
C 0.64502 5.49811 -1.35567 -0.2 1.4 -0.4
C -0.04263 4.31658 -1.07632 -1.9 0.4 -0.2
H -0.37402 2.46369 -0.05432 0.3 0.5 -0.3
H 1.51683 2.37226 1.22386 0.2 0.4 -0.2
H 3.31019 3.89280 1.31338 0.2 -0.2 -0.3
H 3.97474 5.13401 -0.67123 -0.1 0.1 0.2
H 2.43538 6.48589 -1.85789 0.0 -0.3 0.1
H 0.06834 6.33589 -1.77620 0.4 -0.6 -0.2
H -1.04297 4.24774 -1.51428 0.3 0.0 0.2